Entry 1:
Density functional theory data (ωB97M-V/def2-TZVPD) for a molecular structure, C14H27N6ORuS4 at a distorted geometry.

Cartesian coordinates (Å):
H 5.2003 -4.6084 -2.3822
H -3.8502 1.0556 2.5365
N 1.3602 -1.5720 -0.0314
H 2.8032 2.1050 3.6850
S -0.0835 2.2759 -0.8912
H -2.6018 -2.0031 -1.9925
H 1.7377 -4.7480 1.0695
H 3.5106 -4.9512 1.3543
H 4.0817 1.6947 2.5172
N 1.4479 0.7690 1.3148
H 3.4310 -4.4602 -2.5910
N 1.6975 2.0951 1.1221
C 3.4184 2.4904 2.8672
C -3.3694 -0.1418 -1.2870
C 2.1172 -2.4466 -0.0485
N 3.0271 -3.4976 -0.0689
H -2.3104 -0.4454 3.5103
C -2.4503 -1.6667 1.7232
H -3.0976 2.6311 2.3698
H 1.1196 0.5447 2.3460
C -1.7635 -0.6081 2.5757
C 1.0576 2.8288 0.1636
C -3.9384 1.9216 0.5361
S -4.7092 0.4302 -0.1826
H 2.3565 0.1477 1.2161
N 2.5098 4.1620 1.2852
C 4.2462 -3.4214 -0.8407
C 2.7369 -4.7555 0.5801
H -2.5040 0.5272 -1.2676
H -2.3921 -2.6336 2.2342
H -4.7697 2.6096 0.7284
H -3.7890 -0.0703 -2.2971
H 1.9862 -5.7376 -1.2308
H 4.3364 -2.4508 -1.3769
C 4.2362 -4.5918 -1.8323
C 2.8103 -5.8523 -0.4901
N 1.5709 4.1145 0.2739
C -3.2336 1.6662 1.8683
H -3.2916 2.4221 -0.1923
O 4.0728 -5.8250 -1.1437
H 1.3257 4.9260 -0.2796
H 4.0220 3.3242 3.2351
S -1.5569 0.9699 1.6884
H 2.6745 -6.8412 -0.0044
S -1.5912 -1.8262 0.1278
C 2.5418 2.9405 1.7494
H 5.1158 -3.5322 -0.1570
H -3.8232 -2.2313 -0.7575
C -2.9747 -1.6003 -1.0435
Ru 0.0000 0.0000 0.0000
H -0.0882 -0.3868 -1.7842
H -0.7624 -0.9541 2.8589
H -3.5118 -1.4471 1.5967

Summary:
gap between HOMO and LUMO (spin up / spin down)	7.21 / 6.63	eV
lowest unoccupied orbital energy (spin up / spin down)	-6.83 / -7.43	eV
expectation value of S²	0.757
spin multiplicity	2
E_tot	-71849.49288	eV
total charge	+2

Entry 2:
Density functional theory data (ωB97M-V/def2-TZVPD) for a molecular structure, C14H27O8PS3 at a distorted geometry.

Cartesian coordinates (Å):
C -1.5186 -1.2948 -0.4683
H 4.5743 -3.1375 -0.6434
H -3.9865 -1.6909 -0.2130
O 0.4640 -1.1189 -2.5519
H 1.1193 -0.4532 6.0217
S -0.5016 0.7819 4.7689
H -2.0504 -0.9625 1.5622
C -4.4900 0.3348 -0.4732
C 6.5403 -0.9184 -2.7749
H 1.1162 0.4309 3.0403
O 7.4463 -2.8083 -1.1605
H 6.6362 -0.2151 -1.9475
O -0.1314 -1.2032 -0.0526
C -2.3472 -0.5953 0.5850
C -4.1050 1.6702 -0.4086
H 1.7518 3.3543 0.0389
H 5.0730 -1.4381 -0.4553
O 1.9568 -0.0337 -0.7779
H 0.7073 -1.9114 -3.0487
H -1.8033 -2.3419 -0.5261
H -6.9803 0.7134 -2.7549
H 2.3063 1.9178 0.8968
H -5.8921 -1.0151 -1.4062
H 1.7644 1.4433 4.3723
H 4.0564 -1.9428 -1.8396
H -6.2450 3.0642 -2.6338
H 5.6812 -0.6646 -3.3964
H -1.6846 -0.8208 -1.4296
H 7.4456 -0.9039 -3.3779
O -1.5825 0.3545 3.8466
S 1.4252 1.4279 -1.2183
H -2.0320 0.4416 0.5693
C 0.2383 -0.7133 5.4351
C -5.7567 2.3104 -2.0384
C -3.8410 -0.7630 0.3389
S 6.3378 -2.5836 -2.1252
H 0.6253 2.1396 3.1925
P 1.0215 -1.3489 -1.0939
H -4.3659 3.6694 -1.0854
C 4.8606 -2.2329 -1.1717
C -4.7183 2.6568 -1.1806
H 3.3075 2.5650 -0.4239
H -3.3044 1.9599 0.2528
H 0.5041 -1.3846 4.6184
C -6.1641 0.9836 -2.1029
O 1.8417 -2.5474 -0.9691
C -5.5479 0.0038 -1.3299
O 0.0229 1.5145 -0.9662
H -0.5000 -1.1888 6.0769
C 2.2999 2.4285 -0.0589
O 1.8945 1.7186 -2.5289
C 0.9002 1.2398 3.7396
H -4.3702 -0.8918 1.2774

Summary:
gap between HOMO and LUMO	8.87	eV
lowest unoccupied orbital energy	0.19	eV
spin multiplicity	1
E_tot	-73131.66864	eV
total charge	0
relative energy (zero: lowest compared OMol25 entry of this formula, charge and spin)	0.000	eV